No. 1
Computed, not measured: a 2-piece molecular cluster, C8H8N4O4 overall at a distorted geometry, with wB97M-V/def2-TZVPD.

The geometry in XYZ format:
```
24
Properties=species:S:1:pos:R:3
O -3.33 -3.66 -2.76
C -2.93 -2.55 -2.45
C -2.92 -1.91 -1.10
C -2.26 -0.74 -0.97
N -1.76 -0.02 -2.09
C -1.92 -0.43 -3.42
O -1.57 0.27 -4.35
N -2.59 -1.63 -3.45
H -3.18 -2.44 -0.22
H -2.16 -0.10 -0.07
H -1.40 0.86 -1.90
H -2.70 -2.15 -4.32
O -0.18 0.78 2.51
C 1.00 1.05 2.32
C 1.66 2.11 3.09
C 2.97 2.20 3.11
N 3.68 1.41 2.26
C 3.23 0.42 1.32
O 3.93 -0.19 0.53
N 1.81 0.34 1.45
H 0.76 2.73 3.54
H 3.67 2.67 3.79
H 4.63 1.54 2.14
H 1.55 -0.56 1.04
```

Properties
**Gap between HOMO and LUMO**: 9.84 eV
**ΔE to the lowest compared entry with this formula, charge and spin**: 46.1 kcal per mole
**SMILES string**: O=c1cc[nH]c(=O)[nH]1.O=c1cc[nH]c(=O)[nH]1
**Net charge**: 0

No. 2
Computed, not measured: a 2-piece molecular cluster, C27H27N3 overall at a distorted geometry, with wB97M-V/def2-TZVPD.

The geometry in XYZ format:
```
57
Properties=species:S:1:pos:R:3
C -4.38 0.40 1.87
C -3.76 -0.81 2.22
C -2.38 -0.90 2.26
C -1.57 0.21 1.96
C -0.09 0.17 2.04
N 0.51 1.33 2.15
C 1.68 1.86 2.30
C 1.85 3.24 1.99
N 2.05 4.36 1.73
C 0.64 -1.11 1.96
C 0.15 -2.15 1.15
C 0.85 -3.35 1.03
C 2.08 -3.50 1.67
C 2.59 -2.47 2.46
C 1.86 -1.29 2.64
C -2.19 1.44 1.67
C -3.58 1.53 1.61
H -5.46 0.47 1.82
H -4.37 -1.68 2.46
H -1.90 -1.84 2.55
H 2.59 1.31 2.58
H -0.79 -2.02 0.62
H 0.43 -4.16 0.43
H 2.64 -4.44 1.57
H 3.56 -2.58 2.95
H 2.20 -0.53 3.34
H -1.57 2.32 1.49
H -4.05 2.49 1.37
C 0.62 0.34 9.55
C 2.02 0.08 9.00
C 2.16 0.40 7.52
N 1.60 1.71 7.17
C 2.19 2.42 6.21
C 2.12 3.85 6.10
C 1.66 4.70 7.15
C 1.49 6.06 6.92
C 1.76 6.60 5.65
C 2.28 5.79 4.64
C 2.55 4.46 4.90
C 0.22 1.96 7.61
C 0.04 1.69 9.10
H -0.05 -0.46 9.21
H 0.64 0.31 10.64
H 2.75 0.68 9.56
H 2.29 -0.97 9.15
H 3.22 0.40 7.23
H 1.65 -0.38 6.93
H 2.84 1.89 5.51
H 1.45 4.28 8.14
H 1.15 6.70 7.73
H 1.59 7.66 5.47
H 2.48 6.19 3.64
H 3.05 3.82 4.17
H -0.07 2.99 7.38
H -0.45 1.28 7.06
H -1.03 1.72 9.33
H 0.51 2.50 9.68
```

Properties
**Gap between HOMO and LUMO**: 3.22 eV
**ΔE to the lowest compared entry with this formula, charge and spin**: 53.3 kcal per mole
**Net charge**: 0

No. 3
Computed, not measured: an isolated ion of composition C6H11O and charge -1 at a distorted geometry, with wB97M-V/def2-TZVPD.

The geometry in XYZ format:
```
18
Properties=species:S:1:pos:R:3
C -1.18 0.53 -2.39
C -0.72 0.25 -1.12
C -1.69 0.59 0.06
C 0.53 -0.35 -0.74
C 1.28 0.50 0.40
C 1.40 -0.49 1.61
O 0.22 -1.01 1.93
H -2.11 0.74 -2.68
H -0.41 0.26 -3.16
H -2.16 1.49 -0.15
H -1.03 0.30 0.98
H -2.39 -0.23 -0.01
H 0.29 -1.40 -0.26
H 1.30 -0.28 -1.62
H 2.21 1.17 0.13
H 0.56 1.29 0.77
H 2.21 -1.33 1.33
H 1.94 -0.09 2.41
```

Properties
**Gap between HOMO and LUMO**: 6.61 eV
**ΔE to the lowest compared entry with this formula, charge and spin**: 35.4 kcal per mole
**SMILES string**: C=C(C)CCC[O-]
**Net charge**: -1

No. 4
Computed, not measured: C16H28F18MgN4O2P3 as an isolated structure at a distorted geometry, with wB97M-V/def2-TZVPD.

The geometry in XYZ format:
```
72
Properties=species:S:1:pos:R:3
Mg -2.16 1.84 -1.25
P -2.11 1.77 -4.65
F -3.66 1.68 -4.24
F -1.73 2.07 -3.06
F -1.94 0.18 -4.40
F -0.54 1.85 -5.01
F -2.45 1.51 -6.21
F -2.28 3.38 -4.81
P -3.75 2.25 1.97
F -2.68 2.18 0.73
F -2.64 1.65 2.97
F -3.20 3.74 2.36
F -4.81 2.23 3.19
F -4.79 2.97 0.97
F -4.27 0.78 1.52
P -0.21 -0.81 -0.33
F 0.35 -1.85 0.75
F -1.56 -1.67 -0.48
F -0.81 0.04 0.95
F -0.82 0.37 -1.30
F 1.15 0.12 -0.23
F 0.41 -1.68 -1.53
C 3.42 -2.66 -1.12
C 2.79 -3.63 -0.24
N 2.30 -4.41 0.45
H 4.30 -2.27 -0.60
H 2.80 -1.80 -1.36
H 3.83 -3.13 -2.01
C -4.55 -1.78 -2.69
C -4.01 -0.57 -2.08
N -3.59 0.35 -1.56
H -4.11 -1.84 -3.69
H -5.63 -1.82 -2.76
H -4.11 -2.63 -2.16
C -0.73 -3.40 -4.23
C 0.09 -4.57 -4.56
N 0.76 -5.46 -4.85
H -0.05 -2.60 -3.95
H -1.34 -3.70 -3.38
H -1.40 -3.19 -5.05
C -0.41 -1.74 3.92
C -0.02 -2.99 3.30
N 0.23 -4.02 2.87
H 0.30 -1.49 4.72
H -1.39 -1.86 4.37
H -0.36 -0.85 3.29
C 3.65 0.01 4.55
C 3.44 0.23 3.05
C 2.90 -1.09 2.50
O 2.87 -1.98 3.64
C 3.79 -1.51 4.59
H 2.83 0.26 5.22
H 4.52 0.61 4.84
H 4.37 0.53 2.55
H 2.78 1.10 2.96
H 3.30 -1.44 1.55
H 1.83 -0.97 2.32
H 4.82 -1.87 4.41
H 3.49 -1.95 5.55
C 1.74 3.70 -0.72
C 1.33 3.67 0.77
C -0.19 3.50 0.74
O -0.56 2.89 -0.54
C 0.54 3.13 -1.47
H 2.70 3.21 -0.83
H 1.98 4.72 -1.05
H 1.55 4.63 1.23
H 1.73 2.78 1.24
H -0.60 4.51 0.80
H -0.59 2.89 1.53
H 0.29 3.77 -2.31
H 0.87 2.11 -1.69
```

Properties
**Gap between HOMO and LUMO**: 9.71 eV
**ΔE to the lowest compared entry with this formula, charge and spin**: 15.3 kcal per mole
**Net charge**: -1

One value per record, in order, for HOMO energy: -9.55, -5.34, -2.61, -7.59 eV.